Record 1
# C4H10N4

C4H10N4 in the gas phase in a non-equilibrium geometry (ωB97M-V/def2-TZVPD, the Open Molecules 2025 dataset).

- HOMO-LUMO gap (eV) = 9.4
- structure (SMILES) = N/N=C\CC/C=N/N
- highest occupied orbital energy (eV) = -8.604

ORCA input file:
```
! wB97M-V def2-TZVPD RIJCOSX def2/J DEFGRID3
* xyz 0 1
C -1.274 0.637 -0.385
C -0.214 1.611 0.053
C 1.104 0.980 0.554
C 1.988 0.207 -0.346
H -2.483 -2.235 -0.118
H -2.926 -0.707 -0.757
H -2.173 0.936 -1.004
H -0.712 2.157 0.876
H 0.075 2.253 -0.764
H 0.853 0.376 1.391
H 1.729 1.893 0.920
H 2.537 0.795 -1.127
H 1.270 -2.821 -0.022
H 0.516 -1.493 0.487
N -2.488 -1.179 0.030
N -1.323 -0.514 0.309
N 2.092 -1.042 -0.462
N 1.429 -1.857 0.366
*
```



Record 2
# C6H10IN

2 unconnected molecules or ions with the total composition C6H10IN in a non-equilibrium geometry (ωB97M-V/def2-TZVPD, the Open Molecules 2025 dataset).

- HOMO-LUMO gap (eV) = 8.3
- structure (SMILES) = CC(I)=C=N.C=CC
- highest occupied orbital energy (eV) = -8.416

ORCA input file:
```
! wB97M-V def2-TZVPD RIJCOSX def2/J DEFGRID3
* xyz 0 1
C -1.325 -1.690 -0.501
C 2.163 0.937 0.004
C 0.226 1.618 -1.346
C -0.950 -0.562 1.817
C 1.001 0.617 -0.855
C -1.554 -0.802 0.424
N -1.228 -2.693 -1.157
I -3.404 0.324 0.111
H 3.059 0.474 -0.487
H 2.356 1.986 -0.004
H 2.142 0.586 1.023
H -0.693 -2.831 -1.935
H -0.698 1.326 -1.891
H 0.413 2.671 -1.099
H -1.423 -1.159 2.586
H 0.096 -0.764 1.773
H -0.915 0.443 2.220
H 0.733 -0.480 -0.683
*
```



Record 3
# C22H39Cl6CsN4NaO6PS2

A molecular structure, C22H39Cl6CsN4NaO6PS2 in a non-equilibrium geometry (ωB97M-V/def2-TZVPD, the Open Molecules 2025 dataset).

- HOMO-LUMO gap (eV) = 1.1
- highest occupied orbital energy (eV) = -3.991

ORCA input file:
```
! wB97M-V def2-TZVPD RIJCOSX def2/J DEFGRID3
* xyz 0 1
C -3.677 -2.934 2.563
C -3.040 -3.510 1.729
C -2.323 -4.093 0.630
S -0.490 -3.465 0.518
N -0.206 -3.209 2.153
C -0.326 -1.861 -0.318
C -1.520 -1.364 -1.111
C -2.527 -0.525 -0.356
C -3.652 -0.141 -1.347
C -1.946 0.754 0.218
H -4.319 -2.391 3.187
H -2.873 -3.961 -0.303
H -2.238 -5.155 0.813
H -0.537 -2.293 2.436
H 0.792 -3.261 2.292
H 0.010 -1.139 0.410
H 0.485 -2.009 -1.013
H -2.057 -2.183 -1.573
H -1.111 -0.796 -1.934
H -3.017 -1.082 0.426
H -4.623 -0.341 -0.932
H -3.552 -0.713 -2.254
H -3.566 0.887 -1.648
H -2.596 1.104 1.005
H -1.920 1.534 -0.519
H -0.960 0.625 0.642
C -0.653 1.815 4.377
C -0.336 0.549 3.741
N -0.079 -0.461 3.263
H -1.579 2.222 3.971
H -0.768 1.673 5.451
H 0.157 2.514 4.194
C 2.887 -0.234 0.556
Cl 3.504 -1.831 0.992
Cl 4.108 1.030 0.475
H 2.407 -0.289 -0.413
H 2.167 0.040 1.320
C -0.552 2.298 -4.171
Cl -0.039 1.516 -5.665
Cl 0.191 3.887 -4.039
Cl -2.307 2.460 -4.167
Cl -0.041 1.297 -2.798
C -3.190 -7.357 2.904
O -2.638 -6.398 3.805
H -3.731 -8.085 3.501
H -3.884 -6.882 2.203
H -2.401 -7.867 2.344
H -2.160 -5.738 3.298
C 3.213 0.339 4.884
C 2.853 1.075 6.085
N 2.571 1.660 7.026
H 2.436 -0.387 4.652
H 3.318 1.035 4.051
H 4.155 -0.181 5.043
N -1.350 -2.541 -7.265
C -1.038 -1.262 -7.458
C -1.151 -0.618 -8.680
C -1.610 -1.344 -9.767
C -1.938 -2.677 -9.583
C -1.791 -3.225 -8.317
H -0.682 -0.734 -6.585
H -0.885 0.426 -8.777
H -1.712 -0.880 -10.739
H -2.300 -3.283 -10.402
H -2.039 -4.264 -8.131
C 3.127 5.826 3.254
S 3.437 4.261 2.398
O 2.659 3.176 3.146
C 5.140 4.118 2.880
H 2.089 6.102 3.112
H 3.331 5.722 4.329
H 3.775 6.600 2.816
H 5.220 4.116 3.969
H 5.676 4.958 2.438
H 5.516 3.182 2.473
O 2.898 6.494 -0.483
P 4.322 6.859 -0.060
O 4.980 7.711 -1.139
O 5.146 5.580 0.104
O 4.250 7.581 1.289
Cs 1.053 4.566 4.324
Na -3.942 -4.629 -1.742
*
```



Record 4
# C3H34N2O12

13 unconnected molecules or ions with the total composition C3H34N2O12 in a non-equilibrium geometry (ωB97M-V/def2-TZVPD, the Open Molecules 2025 dataset).

- HOMO-LUMO gap (eV) = 9.5
- highest occupied orbital energy (eV) = -9.675

ORCA input file:
```
! wB97M-V def2-TZVPD RIJCOSX def2/J DEFGRID3
* xyz 0 1
N -0.091 -0.811 0.060
C -0.187 0.063 -1.100
C -0.491 1.590 -0.642
N 0.518 2.414 -1.542
C 0.350 3.858 -1.316
H -0.891 -0.581 0.699
H 0.783 -0.528 0.627
H 0.781 -0.047 -1.607
H -0.878 -0.441 -1.780
H -1.424 1.970 -0.924
H -0.440 1.795 0.406
H 0.422 2.134 -2.475
H -0.663 4.239 -1.434
H 0.788 4.246 -0.330
H 1.215 4.324 -2.060
H 3.508 -2.145 -0.571
H 3.641 -2.381 -2.170
O 3.564 -2.887 -1.335
H -1.201 0.321 2.949
H -0.461 -1.189 3.013
O -0.384 -0.342 2.631
H -1.922 -3.685 -1.338
H -0.787 -2.970 -0.697
O -1.734 -2.958 -0.619
H -2.400 -0.370 4.555
H -3.671 -0.538 3.528
O -2.816 -0.065 3.708
H 3.463 1.921 0.065
H 2.071 1.970 -0.779
O 2.981 1.676 -0.599
H -2.734 -2.931 2.881
H -2.844 -1.672 2.121
O -3.285 -2.338 2.572
H -2.200 0.680 -2.837
H -2.734 1.802 -3.851
O -1.927 1.255 -3.614
H 2.863 -0.579 1.393
H 3.147 -0.001 -0.100
O 3.215 -0.801 0.563
H 2.450 2.559 -3.071
H 3.585 1.798 -2.534
O 3.362 2.378 -3.263
H -2.587 -1.068 -0.949
H -4.153 -0.542 -1.050
O -3.199 -0.324 -1.225
H -0.306 -2.481 1.565
H -1.099 -3.722 1.407
O -0.617 -3.136 2.087
H 1.194 -0.083 2.577
H 2.091 -1.041 3.502
O 2.132 -0.337 2.902
*
```



Record 5
# C20H15N5O5S2V

A molecular structure, C20H15N5O5S2V (ωB97M-V/def2-TZVPD, the Open Molecules 2025 dataset).

- HOMO-LUMO gap (alpha / beta) (eV) = 5.3 / 6.9
- <S²> = 3.78
- highest occupied orbital energy (alpha / beta) (eV) = -0.799 / -2.500

ORCA input file:
```
! wB97M-V def2-TZVPD RIJCOSX def2/J DEFGRID3
* xyz -2 4
V 0.576 -0.709 -0.415
O -0.459 1.659 0.220
C -1.386 2.277 -0.654
C -2.426 1.297 -1.158
N -1.806 0.126 -1.735
C -1.397 0.217 -3.115
C -0.288 -0.810 -3.424
O -0.155 -1.176 -4.586
O 0.362 -1.247 -2.408
C -2.556 -1.090 -1.467
C -2.369 -1.516 -0.016
O -3.329 -1.883 0.651
O -1.155 -1.423 0.402
H -0.908 1.164 0.923
H -0.785 2.675 -1.474
H -1.878 3.127 -0.164
H -3.117 1.802 -1.856
H -3.033 0.970 -0.308
H -1.000 1.215 -3.317
H -2.223 0.062 -3.826
H -2.151 -1.889 -2.091
H -3.625 -0.980 -1.694
S 1.154 -0.218 1.950
C 1.521 -1.818 2.533
C 1.568 -2.065 3.908
C 1.926 -3.302 4.425
C 1.963 -3.479 5.855
N 1.996 -3.620 6.997
C 2.244 -4.347 3.549
C 2.188 -4.119 2.180
C 1.833 -2.880 1.647
S 1.822 -2.677 -0.093
C 2.628 -5.647 4.036
N 2.944 -6.689 4.409
H 1.322 -1.260 4.588
H 2.430 -4.927 1.501
N 5.680 4.308 -2.478
C 4.910 3.501 -2.160
C 3.969 2.517 -1.779
C 4.226 1.571 -0.750
C 3.281 0.659 -0.397
N 2.042 0.565 -0.990
C 1.821 1.458 -2.011
C 2.702 2.412 -2.412
H 5.175 1.563 -0.230
H 3.454 -0.056 0.392
H 0.872 1.361 -2.512
H 2.428 3.073 -3.224
*
```



Record 6
# C16H26N2O5

C16H26N2O5 in the gas phase in a non-equilibrium geometry (ωB97M-V/def2-TZVPD, the Open Molecules 2025 dataset).

- HOMO-LUMO gap (eV) = 8.1
- structure (SMILES) = COC(=O)CCC[C@H](O)[C@H](O)/C=C/c1nc(C)n(C)c1[C@@H](C)O
- highest occupied orbital energy (eV) = -7.494

ORCA input file:
```
! wB97M-V def2-TZVPD RIJCOSX def2/J DEFGRID3
* xyz 0 1
O 1.375 -1.176 1.714
N -0.757 1.226 -1.634
O 3.226 -0.224 0.674
O -0.502 -3.859 -2.369
O -2.160 3.086 2.230
O -2.934 -3.193 -1.409
C 2.442 -1.221 1.021
C -0.581 2.484 -1.582
C -1.201 0.808 -0.364
C -1.114 1.900 0.489
C -1.579 -0.519 -0.002
C -1.305 -1.570 -0.821
N -0.905 3.032 -0.276
C 2.884 1.127 1.037
C -0.149 3.196 -2.854
C -0.724 4.482 -0.047
C 2.777 -2.507 0.480
C 1.891 -3.056 -0.663
C 0.519 -3.706 -0.138
C -0.162 1.944 2.617
C -0.724 -3.967 -0.965
C -1.474 1.849 1.885
C -1.803 -2.945 -0.616
H -1.405 -3.647 -2.763
H -2.621 3.115 3.129
H -3.384 -2.441 -1.903
H -2.170 -0.921 0.829
H -0.709 -1.478 -1.708
H 2.319 1.510 0.254
H 2.401 1.241 1.944
H 3.812 1.736 1.059
H -1.045 3.727 -3.171
H 0.730 3.890 -2.840
H 0.144 2.489 -3.685
H 0.278 4.629 -0.134
H -1.379 4.946 -0.720
H -0.990 4.839 0.935
H 3.910 -2.482 0.279
H 2.879 -3.226 1.367
H 2.554 -3.787 -1.201
H 1.639 -2.287 -1.351
H 0.286 -3.192 0.808
H 0.766 -4.717 0.083
H 0.343 0.957 2.673
H -0.516 2.228 3.661
H 0.358 2.687 2.088
H -1.119 -4.895 -0.705
H -2.059 0.989 2.232
H -2.063 -3.103 0.433
*
```



What is the formula in the first record? C4H10N4



Copy entry 5 word for word.
# C20H15N5O5S2V

A molecular structure, C20H15N5O5S2V (ωB97M-V/def2-TZVPD, the Open Molecules 2025 dataset).

- HOMO-LUMO gap (alpha / beta) (eV) = 5.3 / 6.9
- <S²> = 3.78
- highest occupied orbital energy (alpha / beta) (eV) = -0.799 / -2.500

ORCA input file:
```
! wB97M-V def2-TZVPD RIJCOSX def2/J DEFGRID3
* xyz -2 4
V 0.576 -0.709 -0.415
O -0.459 1.659 0.220
C -1.386 2.277 -0.654
C -2.426 1.297 -1.158
N -1.806 0.126 -1.735
C -1.397 0.217 -3.115
C -0.288 -0.810 -3.424
O -0.155 -1.176 -4.586
O 0.362 -1.247 -2.408
C -2.556 -1.090 -1.467
C -2.369 -1.516 -0.016
O -3.329 -1.883 0.651
O -1.155 -1.423 0.402
H -0.908 1.164 0.923
H -0.785 2.675 -1.474
H -1.878 3.127 -0.164
H -3.117 1.802 -1.856
H -3.033 0.970 -0.308
H -1.000 1.215 -3.317
H -2.223 0.062 -3.826
H -2.151 -1.889 -2.091
H -3.625 -0.980 -1.694
S 1.154 -0.218 1.950
C 1.521 -1.818 2.533
C 1.568 -2.065 3.908
C 1.926 -3.302 4.425
C 1.963 -3.479 5.855
N 1.996 -3.620 6.997
C 2.244 -4.347 3.549
C 2.188 -4.119 2.180
C 1.833 -2.880 1.647
S 1.822 -2.677 -0.093
C 2.628 -5.647 4.036
N 2.944 -6.689 4.409
H 1.322 -1.260 4.588
H 2.430 -4.927 1.501
N 5.680 4.308 -2.478
C 4.910 3.501 -2.160
C 3.969 2.517 -1.779
C 4.226 1.571 -0.750
C 3.281 0.659 -0.397
N 2.042 0.565 -0.990
C 1.821 1.458 -2.011
C 2.702 2.412 -2.412
H 5.175 1.563 -0.230
H 3.454 -0.056 0.392
H 0.872 1.361 -2.512
H 2.428 3.073 -3.224
*
```